{
  "formula": "C2H9N5",
  "method": "the ωB97M-V functional and the def2-TZVPD basis",
  "elements": ["C", "C", "N", "H", "H", "H", "N", "N", "N", "N", "H", "H", "H", "H", "H", "H"],
  "positions_angstrom": [[-2.340221, -0.376687, 0.215708], [-1.633996, -0.170177, -1.011371], [-1.044310, -0.030070, -1.983898], [-1.670912, -0.081484, 1.030964], [-3.239107, 0.237407, 0.237712], [-2.604518, -1.428056, 0.319461], [2.239302, -0.267113, -0.408448], [1.621920, -1.280074, -0.073129], [1.856600, 0.460625, -1.430289], [0.418052, 0.744736, 1.732716], [0.853902, -1.561873, -0.710935], [0.811251, -0.224675, 1.498281], [2.286512, 1.364127, -1.534366], [1.005082, 0.245438, -1.956802], [0.344545, 0.967941, 2.717852], [1.095898, 1.399934, 1.356543]],
  "atomic_forces_ev_per_a": [[-0.3, 0.0, 0.8], [0.2, 0.0, -0.5], [0.0, 0.0, -0.2], [-0.1, 0.0, -0.1], [0.0, 0.0, 0.0], [-0.1, 0.0, 0.0], [0.4, 0.8, 0.5], [0.0, -1.3, 0.0], [-0.4, 0.0, -1.1], [0.5, -1.1, -0.7], [0.1, 0.5, -0.2], [-0.7, 1.9, 1.1], [0.1, -0.2, 0.1], [0.2, 0.0, 0.3], [0.1, -0.6, 0.0], [-0.1, -0.1, -0.1]],
  "homo_energy_ha": -0.34534,
  "e_above_lowest_kj_mol": 232.4,
  "homo_lumo_gap_ev": 10.31,
  "total_charge": 0,
  "smiles": "[H]/N=N\\N.CC#N.N"
}


{
  "formula": "C5H7N",
  "method": "the ωB97M-V functional and the def2-TZVPD basis",
  "elements": ["C", "C", "C", "C", "N", "C", "H", "H", "H", "H", "H", "H", "H"],
  "positions_angstrom": [[-0.473197, -1.108125, 0.724871], [0.502877, -0.843216, -0.360111], [-0.899651, -0.244964, -0.431331], [-0.273530, 1.172682, -0.453282], [0.510962, 1.500547, 0.706952], [1.076552, 0.604260, -0.301211], [-0.919054, -2.097630, 0.655673], [-0.309819, -0.777364, 1.747833], [1.010549, -1.641444, -0.896347], [-1.801049, -0.473376, -0.990269], [-0.589020, 1.948856, -1.140760], [0.170200, 1.059984, 1.558191], [1.991670, 0.889998, -0.809131]],
  "atomic_forces_ev_per_a": [[-0.1, 0.0, 0.2], [0.1, -0.2, 0.0], [-0.2, 0.0, -0.1], [-0.2, 0.2, -0.2], [0.1, -0.2, 0.2], [0.3, 0.0, -0.2], [0.1, 0.1, 0.1], [-0.1, 0.1, -0.1], [-0.3, 0.2, -0.1], [0.4, -0.2, -0.1], [-0.1, 0.0, 0.2], [0.2, 0.0, -0.1], [-0.1, 0.0, 0.2]],
  "homo_energy_ha": -0.32015,
  "e_above_lowest_kj_mol": 344.3,
  "homo_lumo_gap_ev": 9.91,
  "total_charge": 0,
  "smiles": "C1[C@@H]2[C@H]1[C@@H]1N[C@H]21"
}